Entry 1:
Entry from OMol25: a 4-piece molecular cluster, C26H22BO15 overall (ωB97M-V with the def2-TZVPD basis set).

```
64
Properties=species:S:1:pos:R:3:mulliken_charge:R:1
O 2.741 -1.915 -4.973 -0.57
C 2.640 -2.021 -3.551 0.19
C 3.936 -2.519 -2.845 -0.63
O 4.335 -1.480 -2.000 -0.70
B 3.010 -0.841 -1.679 1.41
C 3.080 0.615 -0.997 0.09
C 2.844 0.804 0.364 -0.81
C 2.869 2.066 0.950 -0.51
C 3.131 3.190 0.178 -0.59
C 3.373 3.030 -1.177 -0.51
C 3.352 1.763 -1.747 -0.45
O 2.409 -0.767 -3.045 -0.56
H 3.022 -2.772 -5.311 0.27
H 1.786 -2.665 -3.279 0.01
H 4.726 -2.794 -3.559 0.28
H 3.654 -3.408 -2.247 0.26
H 2.381 -1.644 -0.939 -0.48
H 2.637 -0.077 0.973 0.27
H 2.702 2.173 2.020 1.01
H 3.148 4.175 0.637 0.38
H 3.586 3.903 -1.789 0.33
H 3.542 1.653 -2.812 0.36
C -0.574 -1.915 -5.117 -1.06
C -1.414 -1.969 -6.158 0.42
C -2.917 -2.005 -6.002 0.98
O -3.574 -2.050 -7.032 -0.67
C -3.486 -1.977 -4.674 -0.97
C -2.654 -1.911 -3.624 -0.07
C -1.147 -1.896 -3.784 1.36
O -0.517 -1.888 -2.747 -0.47
O -3.027 -1.857 -2.361 -0.54
O -1.025 -2.000 -7.432 -0.62
H 0.507 -1.876 -5.220 0.57
H -4.562 -1.996 -4.573 0.45
H -2.191 -1.774 -1.842 0.32
H -1.850 -2.031 -7.953 0.36
C -3.244 -1.820 1.344 -0.92
C -1.925 -2.002 1.177 0.16
C -0.919 -1.711 2.274 1.19
O 0.244 -1.950 2.032 -0.62
C -1.414 -1.197 3.542 -0.84
C -2.729 -1.007 3.694 0.10
C -3.728 -1.314 2.605 1.00
O -4.901 -1.112 2.875 -0.67
O -3.292 -0.542 4.806 -0.60
O -1.408 -2.464 0.053 -0.49
H -3.962 -2.031 0.564 0.53
H -0.701 -0.989 4.327 0.47
H -4.253 -0.522 4.625 0.39
H -0.431 -2.475 0.144 0.29
C -1.558 2.468 4.635 -0.90
C -0.419 2.613 3.936 0.33
C 0.674 3.567 4.378 0.99
O 1.688 3.588 3.713 -0.53
C 0.456 4.377 5.564 -1.04
C -0.687 4.234 6.245 0.23
C -1.761 3.257 5.824 1.05
O -2.752 3.211 6.537 -0.67
O -0.996 4.912 7.342 -0.59
O -0.169 1.940 2.831 -0.45
H -2.340 1.783 4.341 0.48
H 1.235 5.064 5.863 0.45
H -1.880 4.585 7.607 0.38
H 0.699 2.215 2.468 0.21
```

The spin multiplicity is 1. For the molar mass, the calculation gives 585.26 g mol⁻¹. The largest force on an atom is 0.54 eV/A. Its electronic energy is -58709.38891 eV. The value obtained for the LUMO energy is 0.26 eV. As for the charge: -1. The calculation puts the highest occupied orbital energy at -0.1839 Ha.

***

Entry 2:
Entry from OMol25: a 13-piece molecular cluster, C23H74N2O17 overall (ωB97M-V with the def2-TZVPD basis set).

```
116
Properties=species:S:1:pos:R:3:mulliken_charge:R:1
C 1.026 5.502 0.971 -0.72
O 1.944 4.699 0.242 -0.36
H 1.111 6.517 0.584 0.30
H 0.009 5.127 0.856 0.24
H 1.300 5.231 1.991 0.27
H 1.723 4.891 -0.673 0.18
C -2.972 4.615 -3.593 -0.69
O -2.362 4.046 -2.374 -0.29
H -4.027 4.344 -3.561 0.25
H -2.954 5.694 -3.441 0.33
H -2.488 4.325 -4.526 0.24
H -1.523 4.439 -2.125 0.22
C -0.257 1.186 0.303 -0.32
O 0.549 0.642 -0.737 0.11
H -1.283 0.815 0.300 -0.06
H 0.132 0.932 1.289 0.01
H -0.245 2.275 0.349 0.28
H 0.663 -0.300 -0.594 -0.16
C -2.582 0.036 3.179 -1.05
O -1.851 -0.910 2.401 0.23
H -2.524 1.033 2.742 0.23
H -3.631 -0.236 3.066 0.30
H -2.405 -0.134 4.241 0.36
H -1.885 -1.747 2.869 0.16
C 0.958 3.905 -3.265 -0.47
O 0.305 5.065 -2.706 -0.56
H 2.032 4.010 -3.114 0.37
H 0.617 3.016 -2.734 0.01
H 0.712 3.872 -4.326 0.39
H 0.436 5.824 -3.278 0.25
C 2.250 1.422 6.031 -0.23
O 3.187 2.194 6.700 -0.54
H 1.338 1.589 6.604 0.29
H 2.129 1.751 4.999 0.05
H 2.469 0.355 5.977 0.13
H 3.264 3.042 6.256 0.33
C -1.269 0.936 -4.002 -0.48
O -0.090 0.148 -4.088 -0.53
H -1.197 1.841 -4.604 0.31
H -2.128 0.426 -4.438 0.35
H -1.380 1.328 -2.991 0.07
H 0.586 0.569 -3.552 0.29
C -3.945 -3.569 3.569 -1.15
C -2.631 -4.313 3.205 0.09
C -2.556 -4.551 1.649 -0.22
O -1.407 -5.232 1.168 -0.36
C -1.392 -5.734 -0.149 -0.68
N -1.502 -3.368 3.632 -0.58
H -3.895 -3.485 4.655 0.38
H -4.844 -4.154 3.378 0.43
H -3.914 -2.569 3.137 0.05
H -2.542 -5.226 3.792 0.47
H -2.538 -3.574 1.167 -0.26
H -3.462 -5.004 1.247 0.53
H -1.696 -5.076 -0.964 0.13
H -2.075 -6.558 -0.355 0.40
H -0.357 -5.962 -0.403 0.28
H -0.674 -3.544 3.081 0.13
H -1.205 -3.559 4.579 0.25
C 2.953 -3.837 0.498 -1.69
C 1.819 -2.770 0.427 -0.06
C 1.779 -1.879 1.659 0.53
O 1.332 -2.549 2.919 -0.34
C 1.309 -1.740 4.096 -0.88
N 2.330 -2.064 -0.678 -0.28
H 3.871 -3.343 0.818 0.51
H 2.935 -4.513 -0.357 0.41
H 2.810 -4.467 1.375 0.37
H 0.834 -3.172 0.192 0.38
H 1.275 -0.944 1.412 -0.67
H 2.798 -1.567 1.888 0.22
H 0.723 -2.341 4.792 0.29
H 0.745 -0.818 3.954 0.20
H 2.272 -1.379 4.457 0.46
H 2.061 -2.562 -1.514 0.21
H 3.339 -2.039 -0.639 0.30
C -2.444 -2.092 -2.361 1.24
C -1.977 -3.145 -3.449 -0.72
O -2.934 -4.161 -3.677 -0.57
O -3.633 -1.400 -2.885 -0.62
H -1.634 -1.363 -2.374 -0.12
H -2.458 -2.533 -1.364 -0.49
H -1.040 -3.659 -3.234 0.29
H -1.703 -2.715 -4.412 0.33
H -3.702 -3.671 -3.982 0.36
H -4.224 -1.172 -2.164 0.37
C 3.800 -0.088 -4.663 -0.46
C 5.193 0.384 -4.118 -0.52
O 5.520 -0.598 -3.177 -0.49
O 2.961 0.301 -3.697 -0.26
H 3.713 -1.133 -4.960 0.26
H 3.558 0.582 -5.488 0.31
H 5.449 1.381 -3.759 0.32
H 5.860 0.213 -4.963 0.36
H 6.359 -0.340 -2.789 0.29
H 3.430 0.095 -2.885 0.16
C 3.596 2.547 2.089 0.48
C 4.545 2.550 0.875 -0.55
O 4.548 3.793 0.244 -0.54
O 4.102 3.278 3.137 -0.53
H 3.384 1.503 2.322 0.13
H 2.628 2.949 1.789 -0.17
H 4.381 1.739 0.166 0.11
H 5.605 2.404 1.083 0.36
H 3.608 3.890 0.074 0.50
H 4.448 4.107 2.798 0.33
C -3.873 1.358 -0.389 0.29
C -4.602 0.115 0.131 -0.22
O -5.332 -0.485 -0.864 -0.63
O -4.966 2.289 -0.661 -0.67
H -3.249 1.260 -1.277 -0.23
H -3.356 1.897 0.404 0.40
H -5.211 0.475 0.960 0.32
H -4.010 -0.693 0.562 -0.01
H -5.983 0.110 -1.244 0.37
H -4.594 3.173 -0.706 0.31
```

The spin multiplicity is 1. For the molar mass, the calculation gives 650.84 g mol⁻¹. The largest force on an atom is 4.06 eV/A. Its electronic energy is -62829.91996 eV. The value obtained for the LUMO energy is 0.22 eV. The calculation puts the highest occupied orbital energy at -0.3347 Ha. The calculation puts the energy above the lowest of the compared OMol25 structures with the same formula, charge and spin at 2.587 eV.

***

Entry 3:
Entry from OMol25: C4H11O3V as an isolated structure (ωB97M-V with the def2-TZVPD basis set).

```
19
Properties=species:S:1:pos:R:3:mulliken_spin:R:1
O 1.341 -0.716 -1.197 -0.01
C 1.089 0.475 -1.907 0.00
C -0.029 1.225 -1.206 0.00
O 0.253 1.268 0.200 0.00
C -0.747 1.936 0.965 0.00
V 1.296 -0.310 0.701 2.98
H 0.757 0.245 -2.933 0.01
H 1.978 1.120 -2.008 -0.01
H -0.971 0.665 -1.325 -0.01
H -0.141 2.251 -1.584 0.00
H -0.480 1.874 2.024 0.00
H -0.814 2.984 0.642 0.00
H -1.726 1.457 0.829 0.00
O 0.453 -1.960 0.656 -0.01
H 0.533 -2.034 -0.755 0.05
C -0.510 -2.510 1.531 0.00
H -1.463 -2.701 1.016 0.00
H -0.095 -3.430 1.972 0.00
H -0.722 -1.840 2.378 0.00
```

The spin multiplicity is 4. For the molar mass, the calculation gives 158.07 g mol⁻¹. The largest force on an atom is 3.39 eV/A. Its electronic energy is -36147.08510 eV. The value obtained for the LUMO energy (spin up / spin down) is -4.12 / -4.24 eV. As for the charge: +1. The calculation puts the highest occupied orbital energy (spin up / spin down) at -0.4596 / -0.5223 Ha. Its expectation value of S² is 3.757. The calculation puts the energy above the lowest of the compared OMol25 structures with the same formula, charge and spin at 0.000 eV.

***

Entry 4:
Entry from OMol25: one molecule with the formula C5H7N (ωB97M-V with the def2-TZVPD basis set).

```
13
Properties=species:S:1:pos:R:3:mulliken_charge:R:1
C 1.357 -0.185 0.679 -0.58
C 0.724 0.766 -0.263 -0.19
C 0.585 -0.680 -0.624 -0.35
C -1.116 -0.415 -0.770 -0.41
N -1.113 -0.490 0.660 -0.50
C -0.789 0.795 -0.005 -0.24
H 2.447 -0.243 0.562 0.26
H 1.048 -0.262 1.724 0.23
H 1.242 1.482 -0.887 0.34
H 1.097 -1.376 -1.253 0.43
H -2.107 -0.457 -1.310 0.36
H -1.945 -0.558 1.192 0.17
H -1.410 1.640 0.258 0.47
```

The spin multiplicity is 1. For the molar mass, the calculation gives 81.12 g mol⁻¹. The largest force on an atom is 2.00 eV/A. Its electronic energy is -6782.66060 eV. The value obtained for the LUMO energy is 1.16 eV. The calculation puts the highest occupied orbital energy at -0.2984 Ha. The structure (SMILES) is C1[C@@H]2[C@H]1[C@@H]1N[C@H]21. The calculation puts the energy above the lowest of the compared OMol25 structures with the same formula, charge and spin at 5.852 eV.